No. 1
The following is a quantum chemistry calculation of C42H38BrCuF5N5O9PS2 as an isolated structure in a non-equilibrium geometry, from the Open Molecules 2025 dataset.

Geometry as ORCA input:
```
! RIJCOSX wB97M-V def2-TZVPD def2/J DEFGRID3
* xyz -2 2
Br -1.979 -3.359 -4.827
Cu 0.108 -0.256 0.072
S 2.326 1.767 3.929
S 2.646 -4.308 2.164
P 0.012 2.345 -1.955
F -6.869 1.717 1.557
F -5.009 1.055 3.432
F -4.012 0.063 -1.805
F -2.664 -0.040 2.739
F -6.332 1.210 -1.080
O 0.174 1.396 -0.782
O -1.167 1.840 -2.926
O -0.061 -2.116 0.128
O 3.972 -4.758 2.574
O 1.815 -5.351 1.605
O -2.047 -0.427 0.019
O -0.791 3.654 -1.443
O -1.578 -2.947 1.595
O 1.260 2.694 -2.677
N -4.186 -3.918 -1.422
N 0.933 0.735 1.968
N 2.968 -0.371 2.460
N 2.564 -0.788 -0.651
N 2.758 -2.997 1.223
C -0.149 4.821 -0.907
C -3.521 0.298 1.760
C 0.914 -2.823 6.089
C 1.929 -3.684 3.674
C 2.061 0.569 2.617
C 0.229 5.750 -2.063
C -3.774 -3.817 -2.681
C -4.733 0.843 2.132
C -1.090 2.151 2.086
C 3.864 -4.280 -0.504
C 4.210 -1.961 -1.998
C -5.408 0.924 -0.146
C -1.194 5.488 -0.015
C 1.899 -4.555 4.750
C 3.789 0.379 -2.346
C 2.817 0.303 -1.339
C 0.746 2.417 3.612
C 4.885 -3.141 -2.351
C -1.162 -2.701 0.478
C -2.486 -3.421 -2.998
C 3.299 -1.926 -0.889
C 3.245 -3.110 -0.032
C -3.156 0.066 0.405
C -0.931 0.958 -4.039
C -5.685 1.181 1.186
C 0.067 3.387 4.328
C -0.110 -0.250 -3.589
C 0.935 -1.963 5.002
C -0.200 1.702 -5.160
C -2.024 -3.174 -0.692
C 4.446 -0.757 -2.701
C 1.430 -2.402 3.782
C -1.786 3.098 2.816
C 4.663 -4.290 -1.639
C -1.224 3.704 3.936
C -4.201 0.371 -0.511
C 0.175 1.759 2.509
C 1.105 4.482 -0.096
C -3.327 -3.599 -0.457
C -1.583 -3.102 -2.004
C 1.385 -4.124 5.963
C -2.308 0.520 -4.527
H -3.691 -3.668 0.560
H -2.894 1.394 -4.816
H 1.343 -4.803 6.806
H 0.871 3.701 0.625
H 5.169 -5.208 -1.917
H 2.206 1.165 -1.120
H -0.060 1.047 -6.022
H -0.566 -2.791 -2.199
H 3.955 1.321 -2.851
H 3.770 -5.171 0.095
H -2.138 5.554 -0.559
H -1.498 1.709 1.187
H 0.725 6.647 -1.687
H -2.794 3.363 2.521
H -2.207 -0.147 -5.384
H -0.663 6.041 -2.619
H -0.869 6.489 0.274
H -0.782 2.574 -5.464
H 0.901 0.073 -3.329
H -0.567 -0.676 -2.693
H -4.490 -4.070 -3.455
H 3.740 -0.390 3.102
H 5.164 -0.766 -3.514
H 1.400 -1.773 2.915
H 0.527 3.852 5.191
H -1.347 4.890 0.878
H 2.260 -5.567 4.617
H -0.063 -1.000 -4.378
H -2.836 0.003 -3.731
H 0.518 -2.482 7.038
H 0.767 2.040 -4.794
H 2.685 -1.306 2.032
H 1.469 5.367 0.427
H 0.903 5.212 -2.729
H 1.878 4.103 -0.763
H 5.594 -3.119 -3.172
H 0.530 -0.962 5.082
H -1.796 4.426 4.505
*
```

## Properties
Frontier orbital gap (spin up / spin down), eV: 6.1 / 6.1
Max |F|, eV/Å: 1.7
DFT total energy, eV: -229285.062
LUMO level (spin up / spin down), eV: 3.727 / 3.714

=====

No. 2
The following is a quantum chemistry calculation of C34H62MgO22S6 as an isolated structure in a non-equilibrium geometry, from the Open Molecules 2025 dataset.

Geometry as ORCA input:
```
! RIJCOSX wB97M-V def2-TZVPD def2/J DEFGRID3
* xyz -1 2
S 0.836 -0.092 -4.966
S -3.235 -2.607 -0.189
S -0.752 -4.914 1.867
S 1.142 -1.412 4.565
S -1.954 3.294 5.908
S -3.908 -1.955 4.367
Mg -1.216 -1.825 2.296
O 5.554 3.816 -4.404
O 1.423 3.114 -5.943
O 6.146 -1.938 -0.290
O -5.280 2.644 0.043
O 5.597 1.677 -5.037
O -3.738 3.119 -1.373
O -1.535 -0.046 2.053
O -2.757 -2.188 3.366
O 0.350 -1.599 1.121
O 2.057 1.926 -1.511
O 0.367 -1.006 -6.144
O -0.739 3.312 -5.874
O -0.656 -3.605 2.727
O -3.363 2.791 5.818
O 6.548 3.074 -6.456
O 0.115 2.494 -7.775
O 5.008 -3.902 -0.201
O 4.563 -2.410 -1.784
O 0.108 3.728 -0.056
O -2.124 -2.313 0.810
O -5.134 1.435 -1.858
O -0.240 -1.409 3.944
C -4.653 -0.390 3.707
C 5.304 -2.617 -0.720
C 1.372 0.199 -0.232
C -4.603 3.624 0.746
C 5.910 2.885 -5.421
C -0.666 1.930 1.078
C 2.180 -2.832 3.997
C 0.443 -0.432 0.732
C -4.752 2.321 -1.127
C 3.942 -4.447 -0.875
C 2.237 -1.078 -4.282
C -0.335 -0.474 -3.531
C 2.123 -0.021 3.839
C -1.093 2.620 4.396
C -0.633 0.538 1.385
C -2.512 -3.791 -1.392
C 4.722 1.721 -3.884
C 0.247 2.955 -6.639
C 5.169 0.546 -2.972
C -2.310 -5.785 2.434
C 1.272 1.547 -0.517
C -4.188 2.971 2.111
C -3.279 -1.051 -1.265
C 1.165 3.537 -4.625
C 0.220 -6.148 2.818
C -1.112 3.719 -3.510
C 2.712 -4.259 0.070
C 0.246 2.478 0.190
C -3.507 3.926 -0.318
C 3.888 -3.578 -2.108
C -1.923 5.062 5.401
C -3.189 -1.126 5.878
C 4.843 3.145 -3.406
C -0.262 4.072 -4.746
H 3.034 -0.863 -4.994
H -0.878 5.263 5.164
H 1.561 0.912 3.795
H -2.239 -0.893 -1.548
H 4.340 -4.064 -2.973
H -1.175 2.633 -3.447
H -5.124 -0.681 2.768
H 0.116 -6.156 3.903
H -1.456 3.103 3.489
H 2.238 -2.952 2.915
H 3.792 3.420 -3.316
H 2.828 -3.406 -2.295
H -5.129 2.688 2.582
H 2.068 -0.393 -0.807
H -3.114 -5.151 2.063
H -3.837 -1.307 -2.166
H -3.637 3.624 2.787
H 4.129 -5.515 -0.983
H 6.250 0.625 -2.859
H -2.057 4.239 -3.349
H -1.555 -3.473 -1.805
H -0.405 0.399 -2.883
H 2.345 -3.274 0.359
H -3.322 -1.786 6.735
H -5.430 -0.047 4.390
H 1.925 -3.803 4.422
H -1.364 -0.723 -3.793
H -2.338 -4.643 -0.735
H 1.811 -4.661 -0.394
H 2.476 -0.804 -3.255
H 1.207 2.601 -4.068
H -0.036 2.802 4.588
H -2.415 -6.789 2.022
H -5.242 4.486 0.937
H -1.262 1.543 4.396
H -3.556 2.083 2.104
H 5.375 3.272 -2.464
H -3.552 -0.102 5.964
H -2.390 -5.788 3.521
H 2.348 -0.297 2.809
H 2.831 -4.805 1.006
H -0.440 3.993 -2.696
H -0.038 -7.144 2.458
H -0.290 5.141 -4.959
H -3.518 4.988 -0.564
H -3.098 -4.175 -2.227
H 3.059 0.155 4.369
H 3.674 1.563 -4.141
H -3.968 0.425 3.475
H -2.512 3.788 0.105
H -3.644 -0.154 -0.764
H 1.285 -6.082 2.595
H -2.649 5.357 4.643
H 2.010 -2.138 -4.395
H 3.184 -2.676 4.391
H -1.358 2.634 1.517
H -2.106 -0.997 5.867
H 4.956 -0.435 -3.396
H 1.731 4.440 -4.396
H 0.071 -1.287 -2.929
H 4.616 0.716 -2.048
H -2.287 5.604 6.273
*
```

## Properties
Frontier orbital gap (spin up / spin down), eV: 2.2 / 4.3
Max |F|, eV/Å: 6.8
DFT total energy, eV: -151761.386
LUMO level (spin up / spin down), eV: 1.031 / 1.027

=====

No. 3
The following is a quantum chemistry calculation of the molecule C3H6S3 in a non-equilibrium geometry, from the Open Molecules 2025 dataset.

Geometry as ORCA input:
```
! RIJCOSX wB97M-V def2-TZVPD def2/J DEFGRID3
* xyz 0 1
S 0.523 3.327 -0.096
S 1.450 0.592 -1.034
S -0.808 1.349 0.933
C 1.332 -1.022 -0.214
C -1.592 -0.330 0.275
C 0.348 1.721 -0.229
H -2.575 -0.095 0.324
H 2.365 -1.579 0.239
H -1.224 -1.048 0.837
H 0.812 -1.806 -0.932
H -1.195 -0.333 -0.849
H 0.564 -0.777 0.746
*
```

## Properties
Frontier orbital gap, eV: 8.0
Max |F|, eV/Å: 7.4
DFT total energy, eV: -35711.135
LUMO level, eV: -0.337

=====

No. 4
The following is a quantum chemistry calculation of C67H56Br3N11O22 as an isolated structure in a non-equilibrium geometry, from the Open Molecules 2025 dataset.

Geometry as ORCA input:
```
! RIJCOSX wB97M-V def2-TZVPD def2/J DEFGRID3
* xyz 0 1
Br -4.648 5.100 2.915
Br -1.640 6.256 3.303
Br -2.106 3.123 3.061
O -4.590 -2.395 0.131
O 3.133 -1.792 -2.060
O 0.096 0.983 8.245
O 4.983 4.098 -8.226
O 5.273 1.949 1.300
O -2.164 3.156 -1.070
O 4.935 0.953 -0.544
O -3.006 -3.607 4.164
O -7.181 7.513 -1.670
O -1.856 -7.185 -2.806
O 3.335 5.099 -7.249
O -1.882 -2.008 3.302
O -3.025 3.366 -6.347
O -7.917 8.083 0.265
O 2.219 -3.167 2.081
O -6.459 -3.379 0.849
O -2.291 4.875 -7.658
O 2.540 -3.650 -1.158
O 1.967 2.136 8.386
O -3.337 1.438 -0.362
O -3.394 -8.060 -1.472
O 3.184 -1.396 2.712
N -2.270 1.970 -0.573
N 5.481 1.019 0.542
N 1.051 1.569 7.783
N 3.190 -2.576 2.424
N -5.815 -2.476 0.272
N 4.140 4.202 -7.315
N -2.269 4.314 -6.566
N -2.942 -2.475 3.678
N -7.459 7.257 -0.484
N 3.325 -2.997 -1.831
N -2.512 -7.264 -1.767
C 4.324 0.861 -5.750
C 6.764 -3.577 -3.389
C 7.034 -4.534 2.480
C -4.149 -0.308 3.101
C -6.740 0.694 -1.624
C -0.181 -0.921 0.698
C -7.302 5.848 -0.062
C 4.774 -4.971 -1.852
C 3.585 2.409 -4.052
C 3.938 1.133 -4.422
C -2.110 -6.304 -0.628
C -6.041 -0.363 -1.060
C 1.260 0.592 -0.556
C 4.417 1.874 -6.672
C -2.721 4.817 2.412
C -2.753 -5.009 1.343
C -0.029 0.935 5.581
C -0.337 4.222 -3.345
C -1.084 1.144 -0.270
C -4.146 -1.587 3.695
C -6.234 -1.156 4.754
C 7.286 0.106 2.012
C 4.722 -4.318 1.486
C -3.060 -5.801 0.248
C -7.824 4.157 1.633
C -0.816 -6.007 -0.362
C -8.788 -0.203 -0.644
C 4.605 -3.647 -2.257
C 8.340 -0.741 2.221
C 2.320 1.624 5.576
C -6.630 -1.318 -0.215
C 0.923 5.533 -4.969
C 8.627 -1.795 1.365
C 1.068 -0.610 0.177
C 6.700 -3.604 3.373
C -0.054 5.331 -5.928
C -5.234 -2.031 4.553
C -1.235 4.647 -5.560
C 6.940 -4.922 -2.973
C 1.095 1.402 6.288
C -7.025 3.227 0.849
C 6.694 -1.183 0.017
C 6.509 -0.028 0.854
C -7.925 5.435 1.118
C -6.223 0.117 4.142
C 5.456 -2.982 3.371
C 5.939 -5.579 -2.272
C 1.223 0.940 3.501
C -5.174 0.600 3.413
C -0.450 -5.054 0.633
C 2.347 1.407 4.220
C -8.020 -1.234 -0.004
C 3.577 3.445 -5.000
C 4.066 3.151 -6.293
C -1.439 -4.638 1.505
C -6.350 5.016 -0.704
C 0.064 0.680 4.204
C -1.228 -0.039 0.481
C 0.181 1.421 -0.878
C 6.023 -4.956 1.527
C 4.475 -3.339 2.472
C 5.571 -2.959 -2.999
C 0.804 4.945 -3.727
C -6.276 3.683 -0.254
C -1.334 4.114 -4.279
C -8.132 0.783 -1.412
C 7.793 -2.029 0.276
H 5.237 -2.166 4.044
H 3.949 -5.529 -1.434
H -5.039 1.642 3.164
H 4.598 -0.144 -6.035
H 2.260 0.810 -0.904
H 7.956 -2.801 -0.461
H 1.602 5.035 -3.005
H -4.100 -6.018 0.054
H -8.479 -2.042 0.546
H -2.312 3.767 -3.980
H -7.091 0.732 4.322
H 9.057 -0.594 3.015
H 7.220 1.004 2.609
H -0.236 -1.811 1.308
H -1.016 0.806 6.000
H -1.183 -3.922 2.272
H -0.016 -6.377 -0.986
H -9.861 -0.080 -0.663
H 3.259 2.002 5.953
H -0.898 0.514 3.741
H 7.580 -3.064 -3.877
H -0.472 4.003 -2.296
H 7.412 -3.281 4.118
H 7.791 -5.538 -3.223
H 1.140 0.880 2.426
H -2.160 -0.352 0.929
H 4.073 -4.598 0.670
H 9.419 -2.484 1.617
H 3.875 0.308 -3.728
H -3.537 -4.574 1.945
H 0.324 2.269 -1.532
H 1.840 -1.339 0.372
H 6.030 -1.353 -0.818
H 3.252 4.445 -4.753
H -5.759 5.396 -1.524
H 0.568 -4.694 0.668
H -6.829 2.208 1.150
H 0.043 5.768 -6.911
H -8.704 1.481 -2.005
H 7.972 -5.062 2.572
H -7.109 -1.384 5.345
H 6.126 -6.596 -1.959
H -5.372 -3.043 4.905
H 1.844 6.034 -5.225
H -8.613 6.115 1.599
H 4.860 1.634 -7.627
H 3.330 1.641 3.840
H -5.004 -0.342 -1.361
H 5.280 -1.952 -3.260
H -3.338 0.005 2.461
H 6.263 -5.495 0.622
H 3.184 2.493 -3.054
H -6.224 1.472 -2.168
H -8.236 3.811 2.569
H -2.651 4.744 1.327
H -5.594 3.046 -0.797
*
```

## Properties
Frontier orbital gap, eV: 7.8
Max |F|, eV/Å: 4.1
DFT total energy, eV: -341917.044
LUMO level, eV: -1.571

=====

No. 5
The following is a quantum chemistry calculation of C25H38CdN2OP as an isolated structure, from the Open Molecules 2025 dataset.

Geometry as ORCA input:
```
! RIJCOSX wB97M-V def2-TZVPD def2/J DEFGRID3
* xyz 1 1
Cd 0.577 -0.545 1.423
P 1.216 -1.442 -0.913
O 0.644 -1.817 4.497
N -0.857 1.206 1.328
N 1.919 1.043 1.894
C 3.043 -1.583 -1.025
C -4.465 0.423 0.966
C 0.671 -2.053 3.404
C -2.269 1.392 1.237
C 3.197 1.377 2.131
C -4.232 2.784 1.090
C 2.327 3.083 0.973
C 0.741 -0.148 -2.141
C 3.705 -0.203 -0.978
C -0.764 0.132 -2.145
C 3.571 -2.486 0.093
C 1.238 -0.417 -3.562
C 3.493 2.632 1.590
C 1.364 2.088 1.171
C -2.762 -2.118 0.257
C -2.006 5.034 0.774
C 1.331 -3.788 -2.503
C 0.503 -3.063 -1.439
C -5.031 1.679 0.867
C -2.866 2.673 1.325
C -2.194 3.942 1.832
C -3.103 0.255 1.177
C -0.034 2.129 0.912
C -2.657 -1.168 1.448
C 0.242 -3.985 -0.241
H -2.558 -3.148 0.554
H -0.462 -2.792 -1.873
H 3.309 -2.083 1.075
H 1.245 0.742 -1.750
H -3.766 -2.086 -0.168
H -1.583 5.934 1.221
H 2.169 4.029 0.474
H 4.438 3.147 1.660
H -1.160 0.337 -1.151
H -0.967 1.009 -2.763
H 2.294 -0.685 -3.604
H -3.291 -1.549 2.251
H -2.068 -1.840 -0.532
H 3.187 -3.504 0.027
H 0.661 -1.213 -4.033
H 1.169 -4.440 0.113
H -6.094 1.793 0.700
H 1.562 -3.163 -3.364
H -1.348 4.721 -0.040
H -0.429 -4.795 -0.532
H 3.254 -2.051 -1.988
H -1.650 -1.192 1.870
H 3.858 0.712 2.668
H -4.687 3.767 1.150
H -1.253 3.727 2.333
H -0.400 2.977 0.347
H -2.847 4.342 2.611
H -5.099 -0.456 0.913
H 3.413 0.433 -1.812
H 2.270 -4.158 -2.086
H 4.789 -0.326 -1.023
H -1.323 -0.701 -2.577
H 4.660 -2.538 0.044
H 1.101 0.483 -4.164
H -0.219 -3.461 0.597
H 3.471 0.325 -0.052
H 0.772 -4.654 -2.860
H -2.962 5.300 0.322
*
```

## Properties
Frontier orbital gap, eV: 6.9
Max |F|, eV/Å: 0.8
DFT total energy, eV: -45417.341
LUMO level, eV: -3.469

=====

Which of these has the lowest max |F|? C25H38CdN2OP